1.
{"formula": "C4H8N2O", "method": "ωB97M-V with the def2-TZVPD basis set", "smiles": "CN[C@H](C#N)CO", "homo_lumo_gap_ha": 0.3460, "multiplicity": 1, "e_above_lowest_kcal_mol": 86.7, "homo_ev": -9.51, "symbols": ["C", "N", "C", "C", "O", "C", "N", "H", "H", "H", "H", "H", "H", "H", "H"], "coordinates": [[0.1719, -1.1495, -1.4394], [0.5397, -0.9159, -0.0445], [0.3663, 0.4634, 0.3237], [-0.8828, 0.7802, 1.1430], [-2.0021, 0.2090, 0.5074], [1.6383, 1.0264, 1.0487], [2.0145, 1.8738, 0.3296], [0.8171, -0.6390, -2.1782], [0.1930, -2.2226, -1.6387], [-0.8562, -0.7982, -1.5813], [1.4702, -1.2565, 0.1726], [0.2793, 1.0600, -0.5951], [-1.0332, 1.8649, 1.1271], [-0.7865, 0.4503, 2.1866], [-1.9295, -0.7463, 0.6386]], "atomic_forces_ev_per_a": [[-0.1086, -0.1817, -0.1199], [-0.0299, -0.2246, 0.1423], [-0.4873, -0.1523, -0.1786], [0.0929, 0.1287, 0.1929], [-0.1035, -0.2686, 0.1451], [-0.3137, 1.1016, -1.8058], [1.2731, -0.0173, 1.5788], [-0.0911, -0.0533, 0.2888], [0.0221, 0.0811, -0.0265], [0.2494, -0.1179, -0.0681], [-0.2892, 0.0781, -0.0679], [-0.2778, -0.2740, 0.0721], [0.0636, -0.1682, 0.1185], [0.0504, -0.0350, -0.1636], [-0.0504, 0.1034, -0.1083]]}

---

2.
{"formula": "C4H9BrN3", "method": "ωB97M-V with the def2-TZVPD basis set", "homo_lumo_gap_ha": [0.2986, 0.2972], "total_charge": 1, "multiplicity": 1, "e_above_lowest_kcal_mol": 93.4, "homo_ev": [-12.25, -12.24], "symbols": ["C", "C", "C", "C", "N", "N", "N", "Br", "H", "H", "H", "H", "H", "H", "H", "H", "H"], "coordinates": [[-1.9144, -0.6616, 0.8512], [-2.3472, -0.6800, -0.5840], [-0.9082, -0.8992, -0.2313], [1.1909, 0.2334, 0.4380], [3.5198, 1.6274, -0.0328], [2.5222, 2.1662, 0.1128], [0.0615, 0.1875, -0.4984], [2.6238, -0.9041, 0.0141], [-1.8957, 0.2860, 1.3686], [-2.1920, -1.4858, 1.4853], [-2.9076, -1.5302, -0.9371], [-2.6368, 0.2443, -1.0569], [-0.4606, -1.8753, -0.3561], [0.8692, 0.1748, 1.4690], [4.4834, 1.9322, -0.1555], [-0.4375, 1.0862, -0.4316], [0.4292, 0.0982, -1.4553]], "atomic_forces_ev_per_a": [[0.0680, 0.0743, -0.0539], [0.0428, -0.0563, -0.0550], [-0.5107, -0.3477, 0.0413], [1.6042, 0.8410, -0.1166], [-0.4399, -0.3604, 0.0916], [-0.1805, -0.7473, 0.1220], [-0.0782, -0.0853, -0.0996], [-0.8388, 0.0122, 0.1484], [0.0206, 0.1656, -0.0140], [0.0706, -0.1678, 0.0303], [0.0395, -0.1137, -0.0540], [0.0183, 0.2238, 0.0016], [0.0799, 0.0858, 0.0150], [-0.0729, -0.0777, -0.0375], [0.1455, 0.5695, -0.0763], [0.1981, -0.1666, -0.1466], [-0.1667, 0.1508, 0.2034]]}

---

3.
{"formula": "C18H31O14S", "method": "ωB97M-V with the def2-TZVPD basis set", "homo_lumo_gap_ha": 0.2785, "total_charge": -1, "multiplicity": 1, "e_above_lowest_kcal_mol": 0.0, "homo_ev": -5.51, "symbols": ["O", "H", "C", "C", "C", "O", "C", "O", "O", "H", "H", "H", "H", "H", "H", "C", "C", "C", "O", "C", "O", "O", "H", "H", "H", "H", "H", "H", "C", "C", "C", "O", "C", "O", "O", "H", "H", "H", "H", "H", "H", "C", "C", "C", "O", "C", "O", "O", "H", "H", "H", "H", "H", "H", "C", "S", "O", "C", "H", "H", "H", "H", "H", "H"], "coordinates": [[-0.3275, -0.4998, -0.0394], [-0.1887, 0.0700, -0.7955], [-2.0416, 3.3081, -1.1183], [-2.3427, 3.2987, 0.3939], [-1.8220, 2.0272, 1.0812], [-1.2618, 2.5276, 2.2939], [-1.1406, 3.8602, 2.2424], [-0.6717, 4.5419, 3.0995], [-1.6285, 4.3330, 1.0773], [-1.0097, 3.5829, -1.3197], [-2.6991, 3.9756, -1.6754], [-2.3014, 2.2964, -1.4400], [-3.4220, 3.4137, 0.5138], [-1.1583, 1.3968, 0.4825], [-2.7253, 1.4693, 1.3433], [0.9258, -4.2202, 0.4265], [-0.5102, -4.3082, -0.1145], [-0.8730, -3.3420, -1.2536], [-1.3066, -4.1633, -2.3296], [-1.0263, -5.4590, -2.0536], [-1.1368, -6.3508, -2.8455], [-0.6261, -5.5926, -0.7985], [1.6392, -4.4890, -0.3485], [0.9988, -4.9254, 1.2543], [1.0484, -3.2116, 0.8256], [-1.1471, -4.4073, 0.7647], [-0.0271, -2.7208, -1.5414], [-1.6848, -2.7068, -0.9032], [1.9234, 2.7161, -0.5164], [2.0006, 1.5794, 0.5215], [2.6477, 0.3212, -0.0121], [3.9119, 0.3001, 0.6395], [3.9477, 1.2203, 1.6176], [4.8713, 1.3455, 2.3558], [2.8094, 1.9672, 1.6293], [2.9559, 2.9621, -0.7743], [1.4303, 3.6031, -0.1219], [1.3415, 2.3294, -1.3532], [0.9784, 1.3603, 0.8338], [2.7020, 0.2973, -1.1003], [2.0058, -0.5106, 0.2891], [0.9861, -0.6987, 3.2324], [-0.4371, -0.3128, 3.5676], [-1.4977, -1.1955, 2.8701], [-2.3416, -1.6146, 3.9417], [-1.8310, -1.2236, 5.1221], [-2.3590, -1.3981, 6.1856], [-0.6835, -0.5582, 4.9709], [1.2752, -1.6971, 3.5700], [1.7165, -0.0650, 3.7477], [1.1940, -0.5851, 2.1705], [-0.6590, 0.7436, 3.4521], [-0.9602, -2.0404, 2.4502], [-1.9111, -0.4777, 2.1691], [0.1924, -0.0241, -3.8058], [-0.4362, 1.5252, -4.4966], [0.3841, 2.5979, -3.8603], [0.2289, 1.2263, -6.1817], [1.2211, -0.1928, -4.1273], [-0.4966, -0.8511, -3.9775], [0.2653, 0.0366, -2.7195], [-0.2947, 1.8539, -6.9022], [0.1249, 0.1732, -6.4281], [1.2600, 1.5819, -6.1812]], "atomic_forces_ev_per_a": [[-0.0229, -0.2119, 0.4041], [0.0140, 0.1699, -0.3505], [-0.6698, -0.0616, 0.7548], [0.8284, -0.1566, -1.3247], [-1.6191, 0.4548, -0.1867], [0.3512, -0.2855, 0.1683], [0.0841, 0.3752, 0.0559], [0.0086, -0.1330, -0.0761], [-0.3675, 0.3316, -0.0518], [0.0980, -0.3392, -0.0548], [0.0550, 0.1922, 0.1476], [0.4172, -0.0108, -0.3349], [0.0665, 0.2233, 0.4129], [0.2673, -0.0548, 0.3538], [0.3761, -0.4510, 0.0814], [-1.1110, 0.1094, 0.0731], [1.3207, -1.1174, -0.3639], [-0.4487, 0.5130, 1.3394], [0.1414, -0.3665, -0.1622], [-0.2717, 0.1771, -0.6354], [-0.0337, 0.1732, 0.2280], [0.2043, -0.3987, 0.5832], [0.1385, 0.2780, -0.0042], [0.2243, -0.0416, -0.0358], [0.3373, 0.0431, -0.1936], [-0.5557, 0.5837, -0.3899], [-0.0779, 0.0104, -0.0248], [0.1174, 0.2691, -0.4230], [0.3413, -0.7312, 0.7966], [-1.2015, 1.2664, -0.9651], [-0.9703, -0.3180, 0.3995], [0.2679, -0.2497, -0.3689], [-0.3650, 0.2238, -0.0976], [0.0576, 0.2203, 0.3042], [0.7885, -0.5302, 0.1933], [-0.1562, 0.1532, -0.4636], [0.0063, 0.0034, 0.1115], [0.2106, 0.2294, -0.2827], [0.2338, -0.1728, 0.3954], [0.5225, 0.1419, 0.0440], [0.3290, -0.2277, -0.0673], [0.8471, 0.6196, 0.3591], [0.3527, -0.5847, 0.5140], [1.6722, 1.1544, 0.6585], [-0.4320, 0.0061, -0.4097], [-0.2436, 0.4545, 0.8668], [0.1024, -0.3033, -0.4833], [0.0701, -0.2717, 0.0519], [-0.5589, -0.2188, -0.1936], [-0.2788, 0.2638, -0.0014], [-0.3511, -0.1646, -0.1324], [0.3391, -0.0123, -0.3511], [-0.5684, -0.1462, -0.4783], [-0.8693, -1.0151, -0.4604], [0.1766, -0.1011, 0.5462], [0.4069, -0.3528, 0.1916], [-0.1324, -0.0211, -0.3385], [-0.1098, 0.6137, 0.2471], [-0.1652, -0.1637, -0.3954], [0.1642, -0.0352, -0.4645], [-0.3139, 0.4649, 0.0554], [-0.2464, -0.1091, 0.1021], [0.0803, 0.0047, -0.0744], [0.1213, -0.3661, 0.2010]]}

---

4.
{"formula": "CH2NO3S", "method": "ωB97M-V with the def2-TZVPD basis set", "smiles": "NC([O-])=S(=O)=O", "homo_lumo_gap_ha": 0.2859, "total_charge": -1, "multiplicity": 1, "e_above_lowest_kcal_mol": 20.7, "homo_ev": -3.67, "symbols": ["C", "N", "O", "O", "O", "S", "H", "H"], "coordinates": [[0.0702, 0.8731, 0.0980], [1.0984, -0.0821, -0.0856], [-1.7568, -0.3432, -1.1859], [0.0149, 2.0539, 0.1731], [-0.6929, -1.4655, 0.7025], [-1.3957, -0.1803, 0.2563], [2.1305, 0.1673, -0.1872], [0.5315, -1.0232, 0.2287]], "atomic_forces_ev_per_a": [[2.8437, -4.0637, -0.1333], [0.1500, 2.3251, 0.1769], [-0.4001, 0.3866, 0.0507], [0.3515, 2.4577, -0.1476], [-0.3951, -0.2108, 0.5915], [-1.5546, -0.9146, -0.5145], [-2.3736, -0.4232, 0.3101], [1.3782, 0.4430, -0.3338]]}

---

5.
{"formula": "C9H21N3O3Sn", "method": "ωB97M-V with the def2-TZVPD basis set", "homo_lumo_gap_ha": 0.3352, "total_charge": 2, "multiplicity": 1, "e_above_lowest_kcal_mol": 20.6, "homo_ev": -16.39, "symbols": ["Sn", "C", "C", "O", "N", "C", "H", "H", "H", "H", "H", "H", "H", "C", "C", "O", "N", "C", "H", "H", "H", "H", "H", "H", "H", "C", "C", "O", "N", "C", "H", "H", "H", "H", "H", "H", "H"], "coordinates": [[-2.0914, 0.5264, -0.6159], [-0.5632, 3.6764, -1.9054], [-0.4576, 3.0454, -0.5199], [-1.3442, 2.2965, -0.0955], [0.6971, 3.2581, 0.1276], [0.9867, 2.8013, 1.4873], [0.0726, 4.5582, -1.9843], [-1.5613, 3.9063, -2.2783], [-0.2346, 2.8581, -2.5461], [1.4584, 3.6716, -0.3915], [0.6372, 1.8153, 1.7935], [0.5563, 3.4856, 2.2184], [2.0411, 2.7854, 1.7634], [1.5688, -0.4908, -0.8832], [0.7470, -0.1818, 0.3095], [-0.3540, 0.3459, 0.2294], [1.3359, -0.5598, 1.3897], [0.8064, -0.3572, 2.7532], [1.0807, -1.3072, -1.4155], [2.5978, -0.8073, -0.7130], [1.5542, 0.3419, -1.5865], [2.2287, -1.0320, 1.3971], [0.0406, 0.4182, 2.7331], [1.6265, -0.0871, 3.4185], [0.3673, -1.2789, 3.1349], [-1.7740, -3.2741, 1.1358], [-1.6260, -2.5214, -0.2093], [-2.2599, -1.5394, -0.4283], [-0.7880, -3.0518, -1.1542], [-0.5000, -2.3900, -2.4269], [-1.1392, -4.1573, 1.2078], [-2.7928, -3.5634, 1.3939], [-1.3577, -2.6820, 1.9508], [-0.3147, -3.9190, -0.9441], [-0.9440, -2.8983, -3.2828], [0.5840, -2.3140, -2.5123], [-0.8848, -1.3777, -2.5509]], "atomic_forces_ev_per_a": [[-4.2861, 0.2507, -2.4419], [0.2368, -0.5137, 0.4754], [1.4306, 1.7404, -1.1061], [-0.3904, 3.3842, 1.4489], [-0.4013, -1.0169, 0.1905], [0.0138, 0.2231, 1.3307], [0.0222, -0.2226, -0.2252], [-0.1192, 0.0385, 0.6714], [0.4274, 0.1726, -0.4756], [-0.2265, 0.3788, 0.0948], [-0.2866, 0.4472, -0.8803], [-0.2044, 0.1698, -0.1517], [0.1931, 0.2696, -0.7987], [-0.1604, -0.0169, -1.4818], [3.6697, -1.9448, -1.3762], [0.6717, -0.8624, 1.5256], [-0.3322, -0.0117, 3.3955], [-0.2213, -0.3007, -0.0675], [0.2414, 0.3372, 0.3502], [-0.1363, 0.2558, 0.2905], [0.1164, 0.1250, 0.0394], [-0.0095, 0.2074, -0.6438], [0.1010, -0.2254, 0.1847], [-0.0978, 0.1519, -0.1209], [-0.0208, -0.0009, -0.0534], [1.0363, -0.0904, -0.4041], [2.7466, -5.8797, 0.9701], [-2.1477, 2.2195, -0.4696], [-1.0355, 1.3271, 1.0442], [0.0229, -0.3912, -0.5316], [-0.1695, -0.2317, -0.5007], [-0.0349, 0.3047, -0.3403], [-0.3425, 0.5686, -0.0686], [-0.1048, 0.0378, -0.0613], [0.2456, -0.4388, 0.1353], [-0.2793, -0.4805, -0.6677], [-0.1683, 0.0184, 0.7200]]}

---

6.
{"formula": "C5H4O6", "method": "ωB97M-V with the def2-TZVPD basis set", "homo_lumo_gap_ha": [0.2810, 0.2239], "multiplicity": 3, "homo_ev": [-7.28, -10.00], "symbols": ["C", "C", "C", "C", "C", "O", "O", "O", "O", "O", "O", "H", "H", "H", "H"], "coordinates": [[-1.2789, -1.1323, -1.2080], [-2.1124, 0.6947, 0.0343], [0.1182, 1.6275, -0.5229], [-0.4408, -1.0247, 0.0501], [-0.6928, 0.7712, 0.4355], [-1.1616, -1.8020, -2.1685], [-3.0486, 1.3421, 0.3783], [1.2192, 2.0063, -0.1745], [-2.2364, -0.1291, -1.1297], [0.8791, -1.2859, 0.1865], [-0.3043, 0.9386, 1.7513], [-0.5016, 1.7590, -1.4903], [-0.8098, -1.4724, 0.9664], [1.4752, -1.4582, -0.6027], [0.5132, 1.4262, 1.8345]], "atomic_forces_ev_per_a": [[0.4595, 1.1564, 1.1899], [-1.6353, 1.3564, -1.1936], [-5.6508, -1.9639, -1.9496], [0.3424, 2.1711, 1.0176], [2.3766, -2.5792, -0.2398], [0.2082, -0.5618, -0.6076], [0.3821, -0.6809, 0.2973], [3.6491, 1.3804, 0.5190], [0.1033, -0.0595, 1.0945], [2.5179, -1.0023, -1.6894], [-1.6600, -0.2550, -0.1265], [1.5659, 0.3451, 1.1058], [-1.2268, 0.0090, -0.1365], [-1.6943, 0.5384, 0.9669], [0.2621, 0.1457, -0.2478]]}